{
  "formula": "C33H32BiF3N5O7SSi",
  "method": "ωB97M-V/def2-TZVPD",
  "de_lowest_kcal_mol": 0.00,
  "charge": -1,
  "spin_multiplicity": 1,
  "e_homo_ha": -0.206,
  "e_lumo_ev": 2.34,
  "orbital_gap_ev": 7.95,
  "species": ["Bi", "C", "C", "C", "C", "C", "C", "N", "N", "Si", "C", "C", "C", "H", "H", "H", "H", "H", "H", "H", "H", "H", "H", "H", "H", "H", "H", "H", "F", "C", "C", "C", "C", "C", "F", "C", "C", "C", "C", "C", "C", "N", "H", "H", "H", "H", "H", "H", "F", "C", "C", "N", "C", "C", "O", "O", "C", "O", "N", "C", "O", "H", "H", "H", "H", "C", "C", "C", "C", "C", "C", "C", "S", "O", "O", "O", "H", "H", "H", "H", "H", "H", "H"],
  "coordinates": [[-0.124, 0.595, -0.359], [3.593, -0.944, -1.070], [3.456, 0.544, -0.963], [4.536, 1.378, -1.207], [4.378, 2.753, -1.043], [3.171, 3.270, -0.643], [2.093, 2.387, -0.414], [2.276, 1.055, -0.594], [0.838, 2.715, -0.059], [0.414, 4.161, 0.799], [-1.257, 3.989, 1.644], [0.379, 5.722, -0.291], [1.765, 4.511, 2.106], [4.036, -1.311, -0.142], [4.238, -1.220, -1.904], [2.614, -1.402, -1.155], [5.480, 0.959, -1.526], [5.213, 3.419, -1.228], [3.019, 4.331, -0.522], [-2.058, 3.905, 0.910], [-1.456, 4.854, 2.279], [-1.295, 3.095, 2.261], [-0.387, 5.659, -1.065], [1.334, 5.909, -0.785], [0.156, 6.595, 0.327], [2.205, 3.586, 2.481], [1.365, 5.054, 2.964], [2.584, 5.103, 1.693], [0.912, 1.679, 4.939], [0.057, 1.110, 4.067], [0.318, 1.161, 2.716], [-0.565, 0.575, 1.831], [-1.717, -0.086, 2.285], [-1.930, -0.097, 3.661], [-2.995, -0.726, 4.209], [-1.074, 0.500, 4.563], [-2.529, -0.885, 1.347], [-3.753, -1.486, 1.658], [-4.313, -2.386, 0.768], [-3.669, -2.666, -0.429], [-2.523, -1.945, -0.709], [-1.988, -1.087, 0.143], [1.225, 1.626, 2.359], [-1.285, 0.465, 5.621], [-4.271, -1.259, 2.573], [-5.250, -2.868, 1.014], [-4.055, -3.388, -1.133], [-2.000, -2.063, -1.653], [-4.676, -1.884, -3.696], [-4.352, -0.661, -4.156], [-3.539, 0.131, -3.440], [-3.133, 1.360, -3.868], [-2.274, 2.155, -3.000], [-2.941, 2.259, -1.575], [-4.098, 2.663, -1.568], [-2.229, 1.909, -0.585], [-3.610, 1.890, -5.050], [-3.286, 2.971, -5.493], [-4.482, 1.058, -5.732], [-4.914, -0.229, -5.418], [-5.661, -0.840, -6.152], [-3.169, -0.183, -2.475], [-2.207, 3.147, -3.439], [-1.281, 1.705, -2.934], [-4.866, 1.453, -6.578], [3.917, -7.479, 1.143], [3.382, -6.072, 1.161], [3.645, -5.231, 2.239], [3.097, -3.961, 2.289], [2.284, -3.519, 1.256], [2.020, -4.337, 0.174], [2.579, -5.607, 0.125], [1.437, -1.962, 1.528], [2.451, -1.012, 1.928], [0.459, -2.314, 2.535], [0.835, -1.647, 0.195], [4.802, -7.559, 1.774], [4.179, -7.785, 0.131], [3.167, -8.174, 1.525], [4.276, -5.582, 3.048], [3.274, -3.292, 3.121], [1.374, -3.968, -0.612], [2.381, -6.252, -0.723]],
  "forces_ev_per_angstrom": [[-0.43, 0.31, -0.30], [-0.03, 0.15, 0.10], [0.18, 0.21, -0.10], [0.03, 0.00, -0.06], [-0.04, -0.10, 0.07], [-0.08, 0.08, 0.01], [0.21, -0.01, -0.21], [0.32, -0.08, 0.23], [-0.25, -0.13, 0.11], [0.07, 0.62, 0.31], [0.22, 0.01, -0.29], [-0.08, -0.37, 0.09], [-0.17, -0.15, -0.21], [-0.01, -0.07, -0.03], [-0.01, 0.00, -0.02], [0.02, -0.11, -0.12], [0.02, -0.03, 0.04], [0.00, 0.01, -0.02], [0.05, 0.04, -0.02], [-0.03, -0.03, -0.04], [0.08, 0.08, 0.00], [-0.04, 0.01, 0.06], [-0.05, -0.03, -0.02], [0.05, -0.04, 0.00], [-0.03, 0.01, 0.06], [0.00, -0.02, 0.05], [-0.09, 0.04, 0.00], [-0.01, 0.05, -0.03], [0.02, -0.01, -0.05], [-0.16, -0.03, 0.01], [0.17, 0.00, -0.12], [-0.14, -0.10, 0.09], [0.06, 0.02, 0.11], [0.13, 0.16, -0.02], [-0.02, -0.01, -0.08], [0.04, 0.02, 0.06], [-0.39, -0.27, -0.04], [-0.05, 0.00, -0.05], [0.08, 0.04, -0.05], [-0.03, 0.10, 0.03], [-0.06, -0.14, -0.05], [-0.04, 0.07, 0.23], [0.06, 0.04, 0.04], [0.03, -0.01, 0.01], [0.08, -0.01, 0.06], [0.00, -0.02, 0.00], [-0.03, 0.03, -0.05], [0.01, -0.05, 0.00], [-0.08, 0.04, -0.08], [0.19, -0.07, 0.33], [-0.24, -0.27, -0.18], [-0.07, 0.15, -0.24], [-0.19, 0.05, 0.69], [0.03, 0.12, -0.72], [0.04, -0.09, 0.12], [0.43, -0.25, 0.28], [0.23, 0.02, 0.05], [-0.07, 0.02, 0.02], [-0.14, -0.02, -0.07], [0.08, 0.20, -0.09], [0.00, -0.07, 0.11], [0.01, -0.01, 0.04], [0.06, -0.01, 0.04], [0.00, 0.00, -0.14], [0.06, -0.01, -0.03], [-0.02, 0.12, 0.00], [0.00, -0.07, -0.01], [-0.06, 0.07, -0.08], [0.07, 0.02, -0.03], [-0.21, 0.23, 0.16], [0.00, 0.12, -0.07], [0.04, 0.01, 0.04], [0.12, -0.87, -0.32], [-0.03, 0.17, 0.00], [-0.15, 0.32, -0.05], [0.09, 0.10, 0.45], [0.04, -0.07, -0.01], [0.02, -0.06, -0.01], [0.03, -0.05, -0.01], [0.01, 0.00, 0.02], [0.07, -0.07, 0.06], [0.01, -0.06, -0.03], [-0.02, -0.01, -0.01]],
  "lowdin_charge": [1.8727, -0.0313, -0.3171, -0.0589, -0.0757, -0.0377, -0.4842, -0.0005, -0.1889, 0.4245, -0.1544, -0.1772, -0.1696, 0.0847, 0.0809, 0.0513, 0.1004, 0.1026, 0.0810, 0.0219, 0.0317, 0.0093, 0.0214, 0.0099, 0.0235, 0.0175, 0.0251, 0.0158, 0.0691, -0.2522, -0.0836, -0.2656, -0.1273, -0.2002, 0.0561, 0.0764, -0.1972, 0.0161, -0.0481, -0.0528, -0.1484, -0.0132, 0.0945, 0.1312, 0.1070, 0.1073, 0.1025, 0.1167, 0.0696, -0.1729, 0.0550, 0.0065, -0.0437, -0.6759, 0.0313, -0.2007, -0.4615, 0.0784, 0.2115, -0.4087, 0.0823, 0.1267, 0.1240, 0.0872, 0.1640, -0.0618, -0.2871, -0.0436, -0.0551, -0.2656, -0.0535, -0.0470, 0.4446, -0.3150, -0.2917, -0.5254, 0.0700, 0.0724, 0.0799, 0.1072, 0.1160, 0.1077, 0.1080]
}